Computed, not measured: the molecule C16H17FNO4P at a distorted geometry, with wB97M-V/def2-TZVPD.

Atoms and positions in Å:
1 C 6.52 0.87 -1.61
2 C 5.41 0.02 -2.21
3 O 4.16 0.50 -1.72
4 C 3.08 -0.18 -2.11
5 O 3.13 -1.14 -2.83
6 C 1.83 0.38 -1.55
7 C 0.62 -0.25 -1.86
8 C -0.57 0.23 -1.36
9 C -0.58 1.34 -0.52
10 N -1.76 1.82 0.02
11 P -3.28 1.12 0.15
12 C -4.08 1.10 -1.49
13 O -4.05 1.77 1.21
14 O -3.01 -0.48 0.33
15 C -2.09 -0.98 1.21
16 C -1.72 -0.31 2.36
17 C -0.77 -0.85 3.20
18 C -0.20 -2.07 2.88
19 F 0.73 -2.60 3.69
20 C -0.57 -2.76 1.74
21 C -1.52 -2.21 0.90
22 C 0.63 1.97 -0.21
23 C 1.81 1.50 -0.72
24 H 7.48 0.52 -1.98
25 H 6.51 0.80 -0.53
26 H 6.39 1.91 -1.90
27 H 5.52 -1.03 -1.92
28 H 5.41 0.08 -3.30
29 H 0.64 -1.11 -2.51
30 H -1.49 -0.27 -1.61
31 H -1.68 2.65 0.60
32 H -4.48 2.09 -1.66
33 H -3.39 0.83 -2.29
34 H -4.90 0.38 -1.45
35 H -2.19 0.63 2.60
36 H -0.46 -0.34 4.10
37 H -0.11 -3.72 1.51
38 H -1.83 -2.73 0.00
39 H 0.62 2.84 0.44
40 H 2.74 1.99 -0.47

relative energy (zero: lowest compared OMol25 entry of this formula, charge and spin)	0.00	kJ/mol
total energy	-1416.95695	Eh
SMILES string	CCOC(=O)c1ccc(N[P@](C)(=O)Oc2ccc(F)cc2)cc1
HOMO-LUMO gap	9.38	eV

=====

Computed, not measured: a structure of composition C39H41N7Nb at a distorted geometry, with wB97M-V/def2-TZVPD.

Atoms and positions in Å:
1 Nb 12.01 12.11 11.58
2 C 14.01 8.42 11.10
3 C 12.73 8.13 10.27
4 C 11.62 9.27 10.25
5 N 11.52 9.98 11.55
6 C 11.11 9.33 12.66
7 C 10.70 8.03 12.62
8 C 10.55 7.15 13.62
9 C 10.50 7.37 14.99
10 C 10.65 8.52 15.72
11 C 10.97 9.80 15.20
12 C 11.15 10.18 13.84
13 N 11.34 11.52 13.52
14 C 11.31 12.47 14.61
15 C 11.37 13.93 14.23
16 C 12.70 14.35 13.70
17 N 13.15 13.54 12.53
18 C 14.51 13.73 12.22
19 C 15.21 14.85 12.64
20 C 16.57 15.14 12.47
21 C 17.65 14.42 11.87
22 C 17.59 13.12 11.40
23 C 16.45 12.38 11.26
24 C 15.08 12.62 11.45
25 N 14.12 11.82 10.89
26 C 14.57 10.75 9.95
27 C 15.04 9.47 10.63
28 H 14.58 7.50 11.25
29 H 13.70 8.71 12.12
30 H 12.29 7.19 10.60
31 H 13.03 7.94 9.23
32 H 10.76 8.76 9.88
33 H 11.86 9.96 9.47
34 H 10.54 7.58 11.59
35 H 10.55 6.13 13.26
36 H 10.47 6.40 15.50
37 H 10.64 8.38 16.80
38 H 11.04 10.63 15.89
39 H 12.15 12.20 15.31
40 H 10.38 12.27 15.22
41 H 11.09 14.54 15.09
42 H 10.53 14.15 13.52
43 H 13.39 14.24 14.56
44 H 12.74 15.46 13.49
45 H 14.72 15.66 13.22
46 H 16.81 16.15 12.80
47 H 18.56 15.02 11.76
48 H 18.63 12.69 11.17
49 H 16.63 11.41 10.82
50 H 15.32 11.14 9.27
51 H 13.71 10.47 9.38
52 H 15.75 9.61 11.45
53 H 15.67 8.95 9.86
54 C 8.15 10.18 11.36
55 C 8.36 11.50 12.00
56 C 7.36 11.96 12.95
57 C 7.39 13.29 13.28
58 C 8.28 14.18 12.68
59 C 9.22 13.61 11.84
60 N 9.39 12.26 11.67
61 C 10.19 14.36 11.07
62 C 10.40 15.72 11.04
63 C 11.26 16.30 10.12
64 C 12.12 15.49 9.37
65 C 11.97 14.08 9.46
66 N 11.11 13.52 10.45
67 C 12.47 13.13 8.45
68 C 13.54 13.69 7.68
69 C 13.91 13.03 6.51
70 C 13.28 11.85 6.19
71 C 12.22 11.34 7.02
72 C 11.54 10.11 6.58
73 N 11.95 11.91 8.22
74 H 8.17 10.27 10.26
75 H 7.17 9.74 11.57
76 H 8.98 9.51 11.68
77 H 6.59 11.27 13.27
78 H 6.70 13.65 14.04
79 H 8.14 15.26 12.73
80 H 9.86 16.36 11.70
81 H 11.27 17.39 9.96
82 H 12.77 15.93 8.62
83 H 14.03 14.60 8.02
84 H 14.64 13.46 5.84
85 H 13.54 11.36 5.27
86 H 11.23 10.10 5.50
87 H 10.65 9.89 7.16
88 H 12.22 9.22 6.73

relative energy (zero: lowest compared OMol25 entry of this formula, charge and spin)	0.00	kJ/mol
total energy	-1950.05245	Eh
charge	+3
HOMO-LUMO gap (spin up / spin down)	5.54 / 5.53	eV

=====

- What is the formula in the first record?
  C16H17FNO4P

=====

- What is the formula in the second record?
  C39H41N7Nb

=====

- What is the relative energy (zero: lowest compared OMol25 entry of this formula, charge and spin) in the first record?
  0.00 kJ/mol